# C4H8N2O

C4H8N2O in the gas phase (ωB97M-V with the def2-TZVPD basis set, OMol25).

Geometry as XYZ:
```
15
Properties=species:S:1:pos:R:3:forces:R:3:nbo_charge:R:1
H 2.1714 -2.0588 1.4372 0.025 0.212 -0.082 0.481
H 2.6661 1.0073 0.0286 -0.178 -0.006 -0.099 0.208
O 2.1913 -1.2269 0.9436 0.507 -0.249 0.262 -0.531
N 0.8904 -1.0193 0.6200 -0.072 -0.375 -0.367 -0.079
C -0.7118 0.4290 -0.2771 0.399 -0.363 -0.780 -0.162
H 1.3519 1.9491 -0.8996 0.021 -0.079 0.152 0.193
H -1.4716 -1.2072 -1.5140 0.059 0.113 0.198 0.220
N -0.8892 1.0812 0.9745 -1.768 0.822 0.450 -0.386
H -2.7065 -0.3447 -0.5784 0.116 -0.058 -0.008 0.206
H -0.7776 1.1192 -1.1481 -0.146 0.043 0.503 0.209
C -1.6813 -0.7299 -0.5506 -0.120 0.053 0.215 -0.614
C 0.7320 0.0761 -0.1055 0.351 0.079 -0.038 0.060
H -1.6089 -1.4772 0.2428 -0.013 0.068 -0.152 0.230
C 1.6433 1.0762 -0.3266 0.666 -0.282 -0.355 -0.326
H -1.8898 1.3306 1.0434 0.152 0.020 0.101 0.290
```
Forces are in eV/Å.

The calculation puts the max |F| at 2.001 eV Å⁻¹. As for the energy relative to the best compared isomer or geometry (same formula, charge and spin): 138.3 kcal per mole. As for the lowest unoccupied orbital energy (spin up / spin down): -0.0169 / -0.0146 Ha. As for the HOMO-LUMO gap (spin up / spin down): 9.31 / 7.91 eV. The HOMO energy (spin up / spin down) comes out at -9.768 / -8.306 eV.

# C6H14N2

C6H14N2 in the gas phase (ωB97M-V with the def2-TZVPD basis set, OMol25).

Geometry as XYZ:
```
22
Properties=species:S:1:pos:R:3:forces:R:3:nbo_charge:R:1
H -2.2029 1.1052 -2.3261 -0.006 0.151 1.202 0.210
H 3.1360 0.1242 0.6797 0.954 -0.196 -0.498 0.235
H -0.5831 -0.6430 -2.2007 0.045 1.599 1.938 0.194
H 3.2578 1.5466 -0.6167 -0.953 -1.754 1.467 0.230
N 0.3155 0.8314 0.6445 -2.719 0.392 2.001 -0.297
H -0.9928 -2.0455 -0.2009 0.399 -0.682 -1.123 0.198
N 0.0335 -0.2365 -0.1817 0.294 -1.668 -1.522 -0.360
C -0.2994 -1.6272 1.7663 -1.098 1.164 1.295 -0.622
C -0.5886 0.2153 -1.3636 -0.142 -0.363 -3.452 -0.209
C 2.6345 0.6872 -0.1029 -0.348 0.470 -2.653 -0.711
H 1.7147 1.9993 1.4395 -0.212 -0.102 -0.419 0.179
C -2.0151 0.8086 -1.2465 1.383 2.830 -1.649 -0.660
H -0.4937 -0.7539 2.4645 0.577 -0.985 -0.622 0.217
H 0.7722 -1.8912 1.8274 -0.602 -0.003 -0.353 0.210
H -0.9529 -2.4156 2.1576 0.434 -0.173 -0.047 0.209
H -1.8810 1.7684 -0.6248 -0.741 -1.437 -0.840 0.222
H -1.9116 -0.8048 0.5449 1.250 -0.163 0.183 0.165
C -0.8433 -1.1893 0.4068 -0.973 0.095 2.655 -0.211
H -2.8979 0.2636 -0.9955 -0.085 -0.749 0.653 0.215
H 2.2453 0.0024 -0.9815 0.936 1.205 2.069 0.245
C 1.4800 1.2293 0.6867 2.351 1.006 -0.401 0.145
H 0.0730 1.0255 -1.7770 -0.744 -0.637 0.115 0.199
```
Forces are in eV/Å.

The calculation puts the max |F| at 3.555 eV Å⁻¹. As for the energy relative to the best compared isomer or geometry (same formula, charge and spin): 68.5 kcal per mole. As for the lowest unoccupied orbital energy: 0.0393 Ha. As for the HOMO-LUMO gap: 9.00 eV. Its SMILES is C/C=N\N(CC)CC. The HOMO energy comes out at -7.927 eV.

# C4H8N2

2 unconnected molecules or ions with the total composition C4H8N2 (ωB97M-V with the def2-TZVPD basis set, OMol25).

Geometry as XYZ:
```
14
Properties=species:S:1:pos:R:3:forces:R:3:nbo_charge:R:1
H 0.2047 -1.7104 -0.2526 0.008 0.169 0.081 0.198
C 0.3756 -0.7957 0.3264 -0.007 -0.077 -0.021 -0.223
H -0.6934 -0.5284 -2.1285 0.521 0.543 -0.090 0.212
N 0.8798 2.7218 -1.0409 0.184 -0.686 -1.253 -0.576
H -1.0630 -1.2751 1.8781 0.168 0.035 -0.029 0.215
H 0.6035 -1.7764 2.2407 -0.066 0.087 -0.059 0.222
H -1.3153 1.1940 -1.8771 -0.152 -0.081 0.092 0.235
H 1.4374 -0.5272 0.2307 -0.132 -0.032 0.014 0.207
C -0.6653 0.4023 -1.5494 0.181 0.161 0.215 0.034
N -0.4316 0.2705 -0.2495 -0.133 0.148 -0.213 -0.536
H 0.1500 -0.0711 2.3556 -0.017 -0.135 -0.087 0.215
C 0.7839 1.9015 -1.8746 -0.314 0.125 0.952 -0.020
C -0.0092 -0.9935 1.7865 0.043 -0.026 0.045 -0.612
H -0.2571 1.1875 0.1543 -0.285 -0.232 0.354 0.430
```
Forces are in eV/Å.

The calculation puts the max |F| at 1.441 eV Å⁻¹. As for the energy relative to the best compared isomer or geometry (same formula, charge and spin): 62.0 kcal per mole. As for the lowest unoccupied orbital energy: -0.0032 Ha. As for the HOMO-LUMO gap: 9.54 eV. The HOMO energy comes out at -9.631 eV.

# C5H9FIN

C5H9FIN in the gas phase (ωB97M-V with the def2-TZVPD basis set, OMol25).

Geometry as XYZ:
```
17
Properties=species:S:1:pos:R:3:forces:R:3:nbo_charge:R:1
C 0.2703 0.8179 0.2535 0.486 0.653 -1.601 0.345
H -0.3627 1.8139 -1.4633 -1.208 2.115 -0.639 0.220
C -0.1233 0.8267 -1.2976 5.237 -1.355 1.590 -0.437
H 0.3344 -1.5593 2.7091 0.479 0.083 0.308 0.239
H 2.0644 -0.6933 -0.5435 -0.158 0.636 -0.134 0.353
F -0.7516 1.3504 0.9195 -1.442 0.656 0.627 -0.372
H 0.9503 0.7763 -1.7717 -2.042 -0.380 0.344 0.203
H -0.8482 -1.1141 -1.0955 0.422 -1.413 -0.563 0.220
C -1.0889 -0.2634 -1.6848 1.460 1.508 0.169 -0.624
H -1.9688 0.0646 -1.2625 -2.584 0.577 0.470 0.211
I 1.9721 2.2836 0.7470 -0.700 -0.669 -0.500 -0.005
H -0.8886 -1.5136 1.6410 -3.735 -2.117 -1.544 0.227
N 1.6291 -1.1178 0.2593 -0.110 -1.990 1.343 -0.608
C -0.1922 -0.9179 2.0191 4.034 2.594 1.124 -0.670
C 0.6901 -0.5163 0.8387 0.019 1.241 -0.702 0.222
H -0.5358 0.0300 2.4944 -0.050 -1.279 -0.167 0.243
H -1.1504 -0.2676 -2.7627 -0.107 -0.861 -0.126 0.232
```
Forces are in eV/Å.

The calculation puts the max |F| at 5.639 eV Å⁻¹. As for the energy relative to the best compared isomer or geometry (same formula, charge and spin): 16.5 kcal per mole. As for the lowest unoccupied orbital energy: -0.0079 Ha. As for the HOMO-LUMO gap: 9.33 eV. Its SMILES is [H]/N=C(/C)[C@@](F)(I)CC. The HOMO energy comes out at -9.541 eV.